(1)
An isolated molecule of C5H8FNO, computed with ωB97M-V with the def2-TZVPD basis set.

Calculated values
relative energy (zero: lowest compared OMol25 entry of this formula, charge and spin): 27.6 kcal/mol
F_max: 2.16 eV/Å
HOMO-LUMO gap: 10.776 eV
calculated total energy: -11569.225 eV

Each line ends with the Löwdin charge.
Cartesian coordinates (Å):
1 C 0.38090 1.44119 -0.27166  -0.29
2 C -1.08282 1.27393 0.09290  -0.10
3 C -0.59902 0.20799 1.13520  -0.11
4 C 0.65378 -0.00030 0.25675  -0.27
5 C 0.42259 -2.28810 -0.52281  -0.35
6 H 0.97387 2.16690 0.32170  0.16
7 H -1.61202 2.14383 0.50739  0.11
8 H -1.64219 0.84167 -0.74393  0.12
9 H -0.32926 0.61709 2.13293  0.12
10 H -1.25649 -0.66488 1.26436  0.11
11 H 1.56453 -0.19222 0.84319  0.15
12 H 0.49111 -0.54803 -1.73568  0.12
13 H 0.37809 -2.90296 -1.42159  0.12
14 N 0.57299 -0.94256 -0.82781  0.07
15 O 0.42541 -2.76203 0.57700  0.04
16 F 0.65852 1.60849 -1.60793  -0.01

Atomic forces in eV per Å
0.803 -0.680 0.527
-0.144 0.631 1.127
-0.837 -0.543 -0.305
0.753 0.484 0.647
0.502 1.259 -1.539
-0.603 -0.161 -0.411
0.109 -0.207 -0.366
0.134 -0.018 0.282
-0.215 -0.118 -0.769
0.344 0.313 0.051
-0.100 0.236 -0.308
-0.039 -0.251 -0.779
-0.175 -0.224 -0.379
-0.592 -1.091 1.771
-0.073 0.037 0.896
0.136 0.336 -0.446

---

(2)
An isolated molecule of C5H8FNO, computed with ωB97M-V with the def2-TZVPD basis set.

Calculated values
relative energy (zero: lowest compared OMol25 entry of this formula, charge and spin): 49.7 kcal/mol
F_max: 3.35 eV/Å
HOMO-LUMO gap: 10.174 eV
calculated total energy: -11568.267 eV

Each line ends with the Löwdin charge.
Cartesian coordinates (Å):
1 C -1.32605 -0.44986 0.09826  -0.41
2 C -1.34165 -1.52342 -0.65187  0.08
3 C -0.97330 0.93401 -0.36333  -0.18
4 C 1.41799 0.76306 -0.00200  -0.19
5 C 1.62159 -0.56615 0.65721  -0.25
6 H -1.58110 -2.55421 -0.22555  0.10
7 H -1.10571 -1.39096 -1.71614  0.08
8 H -1.80779 1.61428 -0.17025  0.13
9 H -0.80886 0.90456 -1.44180  0.12
10 H 0.03349 1.50083 1.29850  0.11
11 H 2.25945 1.36448 0.26970  0.11
12 H 1.56285 0.63257 -1.11469  0.15
13 H 1.05098 -0.80540 1.50631  0.10
14 N 0.19367 1.47398 0.29825  -0.06
15 O 2.36832 -1.38127 0.14498  0.04
16 F -1.56387 -0.51650 1.41241  0.05

Atomic forces in eV per Å
0.133 0.442 -0.709
-0.280 -1.911 -0.140
-0.402 -0.031 0.209
-0.149 0.045 -1.140
1.427 -0.886 -2.898
0.389 1.629 -0.759
-0.174 -0.328 0.587
-0.036 -0.084 -0.032
0.023 0.051 0.062
0.039 0.149 -0.001
0.656 0.613 0.419
-0.413 0.006 1.086
-0.870 -0.312 1.762
0.229 0.166 -0.022
-0.400 0.438 0.867
-0.173 0.013 0.708

---

(3)
A structure of composition C5H8HoO2, computed with ωB97M-V with the def2-TZVPD basis set.

Calculated values
total charge: +2
spin multiplicity: 6
F_max: 7.51 eV/Å
HOMO-LUMO gap (alpha / beta): 3.988 / 4.966 eV
calculated total energy: -35180.980 eV
expectation value of S²: 8.756

Each line ends with the Löwdin spin population.
Cartesian coordinates (Å):
1 O 0.25248 -0.16392 -0.29740  0.14
2 C -0.18217 1.01224 -0.57599  0.40
3 Ho 1.17897 3.35601 -0.86183  3.21
4 O -1.47373 1.08341 -0.70178  0.22
5 C -2.34204 -0.00456 -0.55436  0.39
6 C -3.62826 0.23993 -0.35765  0.55
7 H -4.33260 -0.58978 -0.38443  0.02
8 H -1.89162 -0.99150 -0.62572  0.01
9 H -4.01143 1.25423 -0.24621  0.02
10 H 1.29258 -0.44648 -0.77916  0.02
11 C 2.09519 -0.46454 1.34354  0.02
12 H 2.24822 0.60279 1.52561  0.00
13 H 1.46083 -1.08641 1.97952  0.00
14 C 2.78896 -1.06779 0.29863  0.00
15 H 3.69291 -0.57362 -0.07048  0.00
16 H 2.85168 -2.16002 0.30773  0.00

Atomic forces in eV per Å
2.397 -2.142 -2.007
5.135 2.413 -1.228
-0.683 -1.113 0.215
-6.981 -2.296 0.761
7.316 1.319 -1.087
-5.174 1.078 0.369
0.077 0.208 0.111
0.020 0.176 0.105
0.078 -0.265 0.046
-3.164 0.885 2.488
1.938 -1.500 -1.956
-0.317 -0.358 0.226
-0.035 0.594 -0.162
0.350 0.591 3.006
-0.540 0.110 -0.421
-0.415 0.300 -0.466

---

(4)
An isolated molecule of C5H8IN, computed with ωB97M-V with the def2-TZVPD basis set.

Calculated values
relative energy (zero: lowest compared OMol25 entry of this formula, charge and spin): 30.7 kcal/mol
spin multiplicity: 3
F_max: 6.60 eV/Å
HOMO-LUMO gap (alpha / beta): 6.042 / 6.863 eV
calculated total energy: -14899.328 eV
expectation value of S²: 2.027

Each line ends with the Löwdin spin population.
Cartesian coordinates (Å):
1 C 1.59760 0.87877 0.68379  0.25
2 C 1.09688 -1.06484 -1.81707  0.61
3 C 0.76476 -0.05201 0.29567  0.06
4 C -1.81832 0.56388 0.22996  0.00
5 C -0.73905 -0.19775 1.02714  0.02
6 N 0.99193 -1.12251 -0.56506  0.85
7 I -1.18416 -2.21405 1.20987  0.04
8 H 2.55953 1.27202 0.12343  0.01
9 H 1.17255 1.61109 1.50583  0.01
10 H 1.39019 -1.96826 -2.33577  0.07
11 H 0.87810 -0.14952 -2.32187  0.09
12 H -1.85842 0.24210 -0.91051  0.00
13 H -1.53704 1.66151 0.14000  0.00
14 H -2.75839 0.36431 0.72158  0.00
15 H -0.55616 0.17526 2.01301  0.00

Atomic forces in eV per Å
1.841 4.767 0.842
1.422 -1.708 -5.351
-3.101 -4.813 0.717
1.393 0.280 -2.139
2.692 1.159 -1.895
-1.467 3.592 5.344
-0.279 -0.826 0.184
-1.896 -1.479 1.401
1.033 -1.321 -1.847
0.099 0.247 -0.365
-0.264 0.331 -0.385
0.028 0.165 2.459
-0.574 -1.166 0.584
-0.452 0.414 -0.181
-0.474 0.359 0.630

---

(5)
An isolated molecule of C5H8IN3, computed with ωB97M-V with the def2-TZVPD basis set.

Calculated values
relative energy (zero: lowest compared OMol25 entry of this formula, charge and spin): 99.7 kcal/mol
F_max: 3.25 eV/Å
HOMO-LUMO gap: 7.647 eV
calculated total energy: -17880.326 eV

Each line ends with the Löwdin charge.
Cartesian coordinates (Å):
1 C 0.66186 0.64606 -0.85433  0.02
2 C -0.60727 0.90747 -0.44105  -0.37
3 C 0.95557 -0.54075 -0.13487  -0.41
4 C -1.40925 2.03421 -0.84168  -0.04
5 C 2.19995 -1.29646 -0.31413  -0.04
6 N -0.90824 -0.00056 0.56824  -0.37
7 N 0.08191 -0.86578 0.73755  0.01
8 N -1.28771 -1.71116 2.66095  -0.59
9 I -2.40900 -0.31521 2.11198  1.33
10 H 1.28223 1.17316 -1.50398  0.09
11 H -1.58790 2.48413 0.07333  0.06
12 H -0.78750 2.58786 -1.56223  0.10
13 H -2.30495 1.81854 -1.37708  0.08
14 H 3.00825 -0.62303 -0.69552  0.09
15 H 2.64342 -1.79787 0.52547  0.07
16 H 1.91451 -1.96326 -1.05007  0.05
17 H -1.44588 -2.53736 2.09742  -0.09

Atomic forces in eV per Å
-1.123 -2.098 1.245
0.308 -1.360 1.030
2.978 1.253 -0.364
0.530 0.034 -1.588
1.601 1.631 0.186
-0.191 1.377 -1.475
-1.840 -0.184 0.699
0.068 -0.068 1.428
0.322 -0.403 -0.549
0.664 0.663 -1.081
-0.833 2.079 1.358
-0.321 0.399 0.672
-0.911 -0.423 -0.129
-0.703 -0.539 0.017
-0.364 -0.309 0.610
0.294 -1.913 -1.695
-0.480 -0.138 -0.363

---

(6)
A cluster of 2 separate species, C5H8INS in total, computed with ωB97M-V with the def2-TZVPD basis set.

Calculated values
relative energy (zero: lowest compared OMol25 entry of this formula, charge and spin): 64.9 kcal/mol
F_max: 3.98 eV/Å
HOMO-LUMO gap (alpha / beta): 7.864 / 7.915 eV
calculated total energy: -25736.465 eV

Each line ends with the Löwdin charge.
Cartesian coordinates (Å):
1 C 2.38382 -2.21165 -0.68398  -0.38
2 C -1.89967 2.13348 0.73792  -0.23
3 C 1.21280 -2.43483 0.02888  -0.44
4 C 0.93667 0.45574 0.08256  -0.43
5 C -1.43413 1.16193 -0.30306  -0.70
6 N 3.30671 -2.06489 -1.35157  0.17
7 S 0.98269 -0.92408 1.06971  0.80
8 I -2.34990 -0.75694 -0.53994  0.76
9 H -2.50481 1.54648 1.51117  0.08
10 H -2.55044 2.79908 0.18742  0.06
11 H -1.21493 2.85965 1.17742  0.07
12 H 1.29669 -3.35332 0.55121  0.08
13 H 0.36174 -2.40465 -0.72634  0.07
14 H 1.36256 0.24026 -0.87039  0.01
15 H 1.35122 1.36332 0.50340  0.03
16 H -1.24102 1.59040 -1.37439  0.05

Atomic forces in eV per Å
2.348 -0.180 -1.938
-1.592 -1.177 0.428
-2.630 2.186 -1.287
-1.738 0.426 -0.826
3.271 -0.293 -2.242
0.109 0.166 0.111
-0.446 -0.910 2.365
0.241 0.957 0.348
0.932 1.229 -0.758
-0.853 0.190 0.065
0.640 -0.711 0.113
-0.456 -0.552 1.015
0.851 -0.561 1.053
-0.072 0.200 -1.022
-0.164 -0.113 0.365
-0.443 -0.857 2.208

---

Q: calculated total energy of number 2 (C5H8FNO)?
A: -11568.267 eV

---

Q: Which of these has the lowest calculated total energy?
A: C5H8HoO2

---

What did the fourth record say?
An isolated molecule of C5H8IN, computed with ωB97M-V with the def2-TZVPD basis set.

Calculated values
relative energy (zero: lowest compared OMol25 entry of this formula, charge and spin): 30.7 kcal/mol
spin multiplicity: 3
F_max: 6.60 eV/Å
HOMO-LUMO gap (alpha / beta): 6.042 / 6.863 eV
calculated total energy: -14899.328 eV
expectation value of S²: 2.027

Each line ends with the Löwdin spin population.
Cartesian coordinates (Å):
1 C 1.59760 0.87877 0.68379  0.25
2 C 1.09688 -1.06484 -1.81707  0.61
3 C 0.76476 -0.05201 0.29567  0.06
4 C -1.81832 0.56388 0.22996  0.00
5 C -0.73905 -0.19775 1.02714  0.02
6 N 0.99193 -1.12251 -0.56506  0.85
7 I -1.18416 -2.21405 1.20987  0.04
8 H 2.55953 1.27202 0.12343  0.01
9 H 1.17255 1.61109 1.50583  0.01
10 H 1.39019 -1.96826 -2.33577  0.07
11 H 0.87810 -0.14952 -2.32187  0.09
12 H -1.85842 0.24210 -0.91051  0.00
13 H -1.53704 1.66151 0.14000  0.00
14 H -2.75839 0.36431 0.72158  0.00
15 H -0.55616 0.17526 2.01301  0.00

Atomic forces in eV per Å
1.841 4.767 0.842
1.422 -1.708 -5.351
-3.101 -4.813 0.717
1.393 0.280 -2.139
2.692 1.159 -1.895
-1.467 3.592 5.344
-0.279 -0.826 0.184
-1.896 -1.479 1.401
1.033 -1.321 -1.847
0.099 0.247 -0.365
-0.264 0.331 -0.385
0.028 0.165 2.459
-0.574 -1.166 0.584
-0.452 0.414 -0.181
-0.474 0.359 0.630

---

Q: Which of these has the highest F_max?
A: C5H8HoO2